19
Properties=species:S:1:pos:R:3:forces:R:3 method="wB97M-V/def2-TZVPD" smiles=CO[C@@H](C)CCO homo_lumo_gap_ev=10.841 lumo_energy_ev=0.99 energy_ha=-348.1635
C -1.8407 -0.5351 1.2002 -0.226 -0.017 0.096
O -0.4772 -0.4051 0.8636 0.067 -0.033 -0.003
C -0.2517 0.4461 -0.2640 0.056 0.136 -0.116
C -0.3500 1.9015 0.1862 -0.015 0.067 -0.008
C 1.1300 0.1570 -0.8639 0.016 0.043 0.065
C 1.5314 -1.3151 -0.9449 -0.006 0.154 -0.402
O 1.7341 -1.8912 0.3229 -0.161 -0.069 0.188
H -2.3529 0.4356 1.2021 0.060 -0.167 0.038
H -1.8936 -0.9525 2.2077 0.001 0.001 -0.146
H -2.3671 -1.2001 0.5004 0.117 0.072 0.064
H -1.0245 0.2170 -1.0176 0.093 0.038 0.109
H 0.5142 2.1378 0.8158 -0.123 -0.008 -0.090
H -1.2514 2.0781 0.7802 0.099 0.018 -0.163
H -0.3653 2.5907 -0.6632 0.037 -0.103 0.059
H 1.8955 0.6790 -0.2767 -0.096 -0.064 -0.022
H 1.1453 0.5939 -1.8718 0.021 -0.054 0.155
H 0.7938 -1.8824 -1.5390 0.049 0.067 0.146
H 2.4897 -1.3872 -1.4724 -0.173 -0.002 0.026
H 0.9403 -1.6682 0.8345 0.183 -0.078 0.004

19
Properties=species:S:1:pos:R:3:forces:R:3 method="wB97M-V/def2-TZVPD" smiles=CC[C@@H](O)CCO homo_lumo_gap_ev=10.698 lumo_energy_ev=0.75 energy_ha=-348.1742
C -2.6381 -0.5788 0.3076 -0.026 0.020 0.030
C -1.3522 -0.7157 -0.5035 0.034 0.004 -0.084
C -0.1742 0.0433 0.0974 -0.104 0.127 -0.374
O 0.1070 -0.5215 1.3590 0.118 0.016 0.170
C 1.0545 -0.0068 -0.8213 -0.016 -0.044 0.037
C 2.3292 0.6259 -0.2029 0.155 -0.070 -0.215
O 2.1771 1.1403 1.1267 -0.109 0.254 -0.015
H -3.4560 -1.1403 -0.1577 0.141 0.068 0.094
H -2.4929 -0.9531 1.3250 -0.031 0.056 -0.148
H -2.9538 0.4695 0.3729 0.065 -0.132 0.000
H -1.5139 -0.3586 -1.5289 0.025 -0.037 0.123
H -1.0658 -1.7736 -0.5715 -0.019 0.144 -0.001
H -0.4735 1.1050 0.2093 0.000 -0.152 0.070
H 0.8857 -0.0345 1.6824 -0.212 -0.245 0.079
H 0.8064 0.4963 -1.7654 0.038 -0.047 0.182
H 1.2507 -1.0581 -1.0688 -0.010 0.158 0.097
H 2.7207 1.4234 -0.8445 -0.062 -0.114 0.029
H 3.1144 -0.1258 -0.1071 -0.088 0.072 -0.047
H 1.6746 1.9634 1.0913 0.102 -0.078 -0.027

19
Properties=species:S:1:pos:R:3:forces:R:3 method="wB97M-V/def2-TZVPD" homo_lumo_gap_ev=8.965 lumo_energy_ev=0.78 energy_ha=-348.0601
C -1.4062 -0.6189 1.3326 -0.137 -0.040 0.113
O -0.2094 -0.3913 0.6083 -0.019 -0.017 -0.185
C -0.3157 0.5929 -0.4368 0.053 0.254 -0.041
C -0.4785 1.9905 0.1559 -0.049 -0.090 -0.041
C 0.9403 0.4933 -1.2971 -0.160 0.431 0.295
C 2.2007 -2.4718 -0.2008 -0.800 0.402 0.322
O 0.9105 -2.6171 -0.4001 0.492 -0.242 -0.027
H -1.6771 0.2374 1.9624 0.082 -0.135 -0.120
H -1.2185 -1.4820 1.9754 -0.084 0.119 -0.062
H -2.2427 -0.8461 0.6549 0.137 0.043 0.097
H -1.2044 0.3484 -1.0411 0.121 0.006 0.070
H 0.3779 2.2294 0.7978 -0.156 -0.040 -0.112
H -1.4001 2.0684 0.7428 0.184 0.070 -0.095
H -0.5282 2.7259 -0.6553 -0.008 -0.106 0.180
H 1.8287 0.6315 -0.6699 -0.131 -0.037 -0.113
H 0.9264 1.2898 -2.0479 -0.001 -0.136 0.089
H 1.0064 -0.4583 -1.8046 0.032 -0.192 -0.123
H 2.2865 -1.5352 0.4447 0.110 -0.366 -0.262
H 0.3522 -1.9014 0.0016 0.335 0.076 0.016

19
Properties=species:S:1:pos:R:3:forces:R:3 method="wB97M-V/def2-TZVPD" smiles="C/C=C(/O)CC.O" homo_lumo_gap_ev=8.534 lumo_energy_ev=0.55 energy_ha=-348.0985
C 2.3202 -0.0282 0.8288 0.095 -0.098 -0.126
C 1.0301 0.7818 0.7998 0.107 0.023 -0.053
C -0.2029 0.0242 0.4149 -0.702 1.029 0.746
O -0.3765 -1.1336 1.1929 -0.554 0.715 0.770
C -1.3134 0.4259 -0.2644 0.305 0.832 0.534
C -1.4979 1.0069 -1.6505 0.258 0.283 0.178
O -1.0641 -1.9652 -1.0185 0.696 -0.602 -0.603
H 2.2440 -0.8970 1.4935 -0.004 0.180 -0.107
H 2.5174 -0.4130 -0.1738 0.216 0.030 0.057
H 3.1703 0.5708 1.1687 -0.119 -0.066 -0.116
H 0.7678 1.0945 1.8289 0.237 0.063 -0.188
H 1.1225 1.7220 0.2457 -0.004 -0.297 -0.141
H -0.2296 -1.4345 -0.8765 -1.628 -1.322 -0.516
H 0.0855 -1.1507 2.0388 0.136 0.432 -0.024
H -2.2570 0.2954 0.2678 0.039 -1.156 -0.385
H -0.5935 0.9344 -2.2611 -0.028 0.132 0.169
H -2.2720 0.4272 -2.1868 0.386 0.064 0.423
H -1.8521 2.0433 -1.6492 0.119 -0.023 0.070
H -1.4711 -1.9428 -0.1333 0.446 -0.219 -0.689

Relative energy (zero: lowest compared OMol25 entry of this formula, charge and spin) list, top to bottom, in kcal/mol: 25.94; 19.21; 90.83; 66.72